w) DFT (ωB97M-V/def2-TZVPD) results for 2 unconnected molecules or ions with the total composition C3H10N2O2.

Summary:
**Orbital gap (spin up / spin down)**: 9.76 / 4.51 eV

Geometry as ORCA input:
```
! wB97M-V def2-TZVPD RIJCOSX def2/J DEFGRID3
* xyz 1 2
C 0.691 -0.428 -1.571
C 0.297 -0.403 -0.147
C -1.093 -0.685 0.464
N -1.783 0.459 0.881
O -1.439 -1.780 0.837
N 2.170 -0.474 -1.653
H 0.108 0.279 -2.272
H 0.245 -1.404 -1.953
H 0.702 0.567 0.260
H 0.797 -1.254 0.447
H -2.536 0.384 1.580
H -1.328 1.298 0.981
H 2.661 0.079 -2.296
H 2.281 -1.447 -2.156
H 0.110 2.093 0.520
H 1.463 2.779 1.021
O 0.616 2.508 1.263
*
```


x) DFT (ωB97M-V/def2-TZVPD) results for 2 unconnected molecules or ions with the total composition C3H10N2O2.

Summary:
**Orbital gap (spin up / spin down)**: 11.36 / 5.80 eV

Geometry as ORCA input:
```
! wB97M-V def2-TZVPD RIJCOSX def2/J DEFGRID3
* xyz 1 2
N -1.756 -1.120 -0.639
C -0.554 -0.286 -0.555
C -0.791 1.178 -0.973
C -0.009 -0.260 0.855
N -0.825 -0.710 1.792
O 1.143 0.033 1.179
H -2.540 -0.515 -0.889
H -1.674 -1.623 -1.523
H 0.208 -0.743 -1.191
H -1.562 1.640 -0.357
H 0.143 1.741 -0.946
H -1.140 1.189 -2.006
H -0.581 -0.857 2.758
H -1.626 -1.262 1.523
H 2.072 0.411 -0.432
H 3.367 0.879 -1.072
O 2.422 0.930 -1.150
*
```


Most stable = x)


w) DFT (ωB97M-V/def2-TZVPD) results for 2 unconnected molecules or ions with the total composition C2H11N3.

Summary:
**Orbital gap**: 9.78 eV
**SMILES**: NCN.CN

Geometry as ORCA input:
```
! wB97M-V def2-TZVPD RIJCOSX def2/J DEFGRID3
* xyz 0 1
N -0.849 -0.032 2.490
C -0.912 -0.824 1.227
N 0.444 -1.161 0.852
H -0.098 -0.256 3.143
H -0.454 0.786 2.075
H -1.453 -0.356 0.390
H -1.495 -1.779 1.534
H 0.971 -1.818 1.513
H 1.058 -0.372 0.653
C 0.359 0.716 -2.854
N 0.874 1.236 -1.584
H 1.074 -0.020 -3.391
H -0.586 0.139 -2.731
H 0.044 1.465 -3.663
H 0.323 1.996 -1.227
H 0.653 0.558 -0.833
*
```


x) DFT (ωB97M-V/def2-TZVPD) results for 2 unconnected molecules or ions with the total composition C2H11N3.

Summary:
**Orbital gap**: 10.03 eV
**SMILES**: NCN.CN

Geometry as ORCA input:
```
! wB97M-V def2-TZVPD RIJCOSX def2/J DEFGRID3
* xyz 0 1
N -2.806 -1.842 -0.996
C -1.782 -1.050 -1.631
N -2.163 0.219 -2.348
H -3.502 -2.141 -1.660
H -3.248 -1.308 -0.269
H -1.012 -0.897 -0.867
H -1.322 -1.609 -2.449
H -2.537 0.801 -1.600
H -1.278 0.564 -2.691
C 2.814 1.250 1.496
N 2.897 1.051 2.973
H 1.760 1.262 1.245
H 3.227 0.372 0.988
H 3.300 2.198 1.295
H 2.011 0.698 3.295
H 3.641 0.433 3.221
*
```


y) DFT (ωB97M-V/def2-TZVPD) results for 2 unconnected molecules or ions with the total composition C2H11N3.

Summary:
**Orbital gap**: 9.82 eV
**SMILES**: NCN.CN

Geometry as ORCA input:
```
! wB97M-V def2-TZVPD RIJCOSX def2/J DEFGRID3
* xyz 0 1
N -2.073 0.437 -1.969
C -2.087 -0.741 -0.889
N -1.052 -0.678 0.027
H -1.552 1.031 -1.365
H -3.038 0.705 -2.087
H -2.075 -1.654 -1.521
H -3.091 -0.765 -0.383
H -0.944 -1.136 1.013
H -0.492 0.127 0.159
C 2.513 0.589 1.538
N 1.873 0.360 0.165
H 2.584 1.649 1.804
H 2.102 0.098 2.411
H 3.601 0.158 1.595
H 2.607 0.023 -0.425
H 1.124 -0.203 -0.073
*
```


Most stable = x)


w) DFT (ωB97M-V/def2-TZVPD) results for C5H6F2 in the gas phase.

Summary:
**Orbital gap**: 9.62 eV
**SMILES**: CC(=C/F)/C=C/F

Geometry as ORCA input:
```
! wB97M-V def2-TZVPD RIJCOSX def2/J DEFGRID3
* xyz 0 1
C -0.172 -0.568 1.364
C 0.442 0.201 0.221
C 1.552 0.985 0.504
F 2.133 1.711 -0.512
C -0.173 0.115 -1.133
C -1.347 -0.439 -1.437
F -1.736 -0.576 -2.678
H -1.154 -0.142 1.580
H 0.469 -0.419 2.276
H -0.296 -1.620 1.139
H 1.978 1.191 1.473
H 0.387 0.537 -1.965
H -2.082 -0.977 -0.831
*
```


x) DFT (ωB97M-V/def2-TZVPD) results for C5H6F2 in the gas phase.

Summary:
**Orbital gap (spin up / spin down)**: 8.61 / 8.43 eV
**SMILES**: C[C@@H]1CC1=C(F)F

Geometry as ORCA input:
```
! wB97M-V def2-TZVPD RIJCOSX def2/J DEFGRID3
* xyz 0 1
C -0.007 1.111 0.407
C 0.365 0.004 -0.606
C 0.772 -1.454 -0.181
C 1.782 -0.476 -0.582
C 3.138 0.088 0.240
F 3.599 1.259 -0.078
F 4.029 -0.884 0.311
H 0.739 1.217 1.263
H -1.137 1.053 0.758
H 0.163 2.096 -0.063
H -0.284 0.096 -1.544
H 0.506 -2.345 -0.862
H 0.712 -1.670 0.880
*
```


Most stable = w)


w) DFT (ωB97M-V/def2-TZVPD) results for C5H7F3N4O in the gas phase.

Summary:
**Orbital gap**: 8.65 eV

Geometry as ORCA input:
```
! wB97M-V def2-TZVPD RIJCOSX def2/J DEFGRID3
* xyz 0 1
C -2.211 -0.197 -0.126
C 0.638 1.377 -0.204
C 1.993 -1.843 -0.262
C 2.970 0.246 0.390
C -3.661 -0.504 0.021
N -1.893 1.027 0.098
N -0.773 1.721 0.016
N 0.748 0.056 -0.206
N 1.835 -0.580 0.004
O 1.446 2.290 -0.296
F -4.100 -1.146 -1.068
F -4.028 -1.282 1.112
F -4.440 0.588 0.146
H 1.196 -2.295 -0.729
H -1.678 -0.984 -0.453
H 2.825 -2.505 0.052
H 3.672 -0.280 0.862
H 3.539 0.529 -0.636
H 2.724 1.085 1.027
H -0.803 2.697 0.250
*
```


x) DFT (ωB97M-V/def2-TZVPD) results for C5H7F3N4O in the gas phase.

Summary:
**Orbital gap (spin up / spin down)**: 8.58 / 8.58 eV

Geometry as ORCA input:
```
! wB97M-V def2-TZVPD RIJCOSX def2/J DEFGRID3
* xyz 0 1
C 3.464 0.296 -0.286
C 0.849 1.490 0.081
C -0.626 -1.678 -0.342
C -1.662 0.508 -0.543
C 4.778 -0.303 -0.090
N 3.339 1.479 0.097
N 2.130 2.085 0.097
N 0.733 0.194 -0.198
N -0.466 -0.348 -0.368
O -0.046 2.305 0.320
F 4.742 -1.420 0.649
F 5.238 -0.597 -1.337
F 5.669 0.461 0.616
H 0.221 -2.306 -0.416
H 2.723 -0.338 -0.606
H -1.561 -2.114 -0.355
H -2.478 -0.099 0.001
H -1.330 1.511 -0.010
H -1.758 0.746 -1.600
H 2.106 3.024 0.329
*
```


Most stable = x)